11
Properties=species:S:1:pos:R:3:lowdin_charge:R:1 method="wB97M-V/def2-TZVPD" lumo_energy_ha=0.028 gap_ha=0.3942 largest_force_ev_per_a=0.51 smiles="NC(=O)CC=O" homo_ha=-0.36655 de_lowest_kcal_mol=9.88
N -1.828 -0.323 0.161 0.16
C -0.739 0.475 -0.011 -0.55
O -0.800 1.599 -0.475 0.05
C 0.578 -0.133 0.456 -0.07
C 1.686 0.120 -0.546 -0.24
O 2.352 -0.774 -1.009 0.06
H -1.743 -1.294 0.412 0.10
H -2.716 0.010 -0.183 0.11
H 0.517 -1.211 0.625 0.12
H 0.841 0.356 1.404 0.14
H 1.853 1.175 -0.833 0.13